1.
Here is a single C19H20N2O3 molecule from the Open Molecules 2025 dataset. Energies are from the ωB97M-V functional and the def2-TZVPD basis.

Geometry as XYZ:
```
44
Properties=species:S:1:pos:R:3:forces:R:3
O -3.393913 2.323657 0.035415 -0.0105 -0.4765 0.0064
O 1.117784 4.049953 -0.930643 0.2258 0.2493 -0.0235
O -3.907031 0.200976 0.188152 -0.2249 0.1507 0.0559
N -0.923779 3.072241 -0.571101 -0.5201 -0.1100 0.1029
N 0.603599 1.388679 -0.973151 0.1729 0.3117 -0.0392
C 2.987567 -0.866439 0.991153 0.2884 0.0682 0.0186
C -2.315336 -1.578244 -0.197838 -0.5286 0.0542 0.1329
C 3.731484 -0.369660 2.229465 -0.2665 -0.0646 -0.1441
C -0.624167 1.739073 -0.649879 -0.1100 -0.3872 0.0348
C -3.121936 -3.841147 0.052398 0.0661 -0.1181 -0.0166
C -1.291569 -0.585557 -0.477812 0.3108 0.5617 -0.0846
C -3.597749 -1.120706 0.128334 0.3568 -0.8240 -0.0790
C -2.101452 -2.959644 -0.227775 -0.0939 0.1177 0.0220
C -2.999133 1.174166 -0.050488 -0.0248 0.7133 -0.0011
C -0.061670 4.142342 -0.723808 -0.0565 0.3106 0.0193
C 2.361152 -0.168618 -1.406686 0.1805 0.0611 0.1057
C 3.411558 -2.299458 0.675255 -0.2476 0.2141 0.0579
C -4.629778 -2.012406 0.410364 0.0813 0.2673 -0.0249
C -0.803805 5.453876 -0.589231 0.2393 0.1061 -0.0568
C -1.643675 0.776251 -0.389536 0.3216 -0.4016 -0.0757
C -4.389767 -3.368694 0.371435 0.0541 0.1046 -0.0156
C 0.931731 0.108019 -1.065408 -0.3943 -0.3776 -0.0333
C 0.018406 -0.909761 -0.824895 -0.1364 0.0382 0.0131
C 3.257183 0.078901 -0.184287 -0.2637 -0.1801 0.0719
H 2.663308 0.528707 -2.188556 -0.0546 -0.0710 -0.0844
H 3.541439 -1.022360 3.078813 0.0286 -0.0454 0.1251
H 4.473167 -2.335075 0.439252 0.1517 -0.0290 -0.0409
H 4.803476 -0.351236 2.044493 0.1646 0.0122 0.0011
H 0.331135 -1.936696 -0.909775 0.0556 -0.1152 -0.0161
H -0.106783 6.277706 -0.710796 0.0175 -0.0294 0.0013
H -2.935276 -4.903695 0.024315 0.0247 -0.0840 -0.0052
H 3.090951 1.108263 0.137183 0.0736 0.0731 -0.0126
H 2.859447 -2.700847 -0.170589 -0.0269 -0.1297 -0.1199
H 3.230285 -2.945115 1.531937 0.0040 -0.1152 0.0576
H -5.186924 -4.062170 0.590001 -0.0816 -0.0465 0.0219
H -1.904184 3.260911 -0.350317 0.2958 -0.0283 -0.0603
H 2.476737 -1.188919 -1.771966 0.0012 -0.0153 -0.0545
H -5.601008 -1.613754 0.655754 -0.1155 0.0441 0.0288
H 4.301528 -0.017465 -0.487821 0.0837 0.0486 0.0186
H 3.411263 0.636027 2.490783 0.0123 0.1248 0.0683
H 1.913066 -0.857523 1.208520 0.0394 0.0031 0.0107
H -1.123910 -3.343088 -0.471432 0.0983 -0.0270 -0.0261
H -1.273875 5.517988 0.389459 -0.0852 0.0186 0.0813
H -1.579545 5.520542 -1.348692 -0.1068 0.0226 -0.0419
```
Positions in Å, forces in eV/Å.

Its total energy is -1071.32792 hartree. As for the SMILES: CC(=O)Nc1nc(CCC(C)C)cc2c1c(=O)oc1ccccc12. Its energy above the lowest of the compared OMol25 structures with the same formula, charge and spin is 0.00 kcal/mol. Its HOMO energy is -0.326 Eh. As for the HOMO-LUMO gap: 8.65 eV.

***

2.
Here is a single C19H20N2O3S2 molecule at a distorted geometry from the Open Molecules 2025 dataset. Energies are from the ωB97M-V functional and the def2-TZVPD basis.

Geometry as XYZ:
```
46
Properties=species:S:1:pos:R:3:forces:R:3
S 3.979819 1.022182 -0.057014 -0.7978 -1.2880 -0.0463
S -2.197418 -0.323292 1.013984 -0.0641 0.5489 0.3212
O 3.912261 2.452838 0.246887 0.1200 1.1649 0.1663
O 0.445547 2.200039 2.626450 -0.4380 0.0118 0.0071
O 3.034007 -1.364468 -2.265129 0.2264 -0.1322 -0.2867
N 0.757086 0.352907 1.454651 -1.0054 0.2183 0.2020
N 1.335507 -1.302977 -0.773865 -0.1960 -0.1723 0.0819
C 1.979995 0.828272 1.846737 -0.0169 0.9786 0.6786
C -3.785303 0.286100 1.232650 0.3302 -0.1109 -0.0109
C 2.547158 0.724409 -1.204775 0.6015 0.0189 0.2587
C -3.513017 -1.774907 -1.766114 -0.1337 -0.0002 0.0154
C -1.157693 -1.992052 -2.225836 0.0692 -0.1312 -0.0928
C 0.092281 -2.821150 -2.273110 0.0924 0.0617 0.2473
C -1.534130 1.077066 1.789910 -0.8543 -0.0322 0.0319
C -2.512959 1.950684 2.188121 0.5338 -0.1763 -0.0778
C -0.120234 1.188323 1.941183 1.0009 -0.5486 -0.3305
C 1.784173 1.980350 2.563222 0.8198 -0.8080 -0.4753
C 3.238180 0.178085 1.451714 0.3015 0.3366 -0.5773
C -3.801679 1.491335 1.864372 -0.2688 -0.1582 -0.0878
C -1.126576 -0.649995 -2.586076 -0.0290 0.0157 -0.0068
C -2.273222 0.121887 -2.535861 -0.0497 0.1077 -0.0491
C 2.721848 2.926746 3.211110 -0.1206 0.0175 -0.0446
C -3.471882 -0.440176 -2.131166 -0.0928 0.0446 -0.0656
C -2.362391 -2.542172 -1.807684 0.0326 0.0025 -0.0031
C 0.925487 -2.671079 -0.987296 0.1942 -0.1655 -0.3453
C 2.339082 -0.749490 -1.478624 -0.2251 0.1412 0.1970
H 2.167481 3.774359 3.603325 0.0352 0.0822 0.0805
H 0.717385 -2.509421 -3.111229 0.0046 -0.0848 -0.0154
H -4.445741 -2.222550 -1.453837 -0.0909 -0.0459 0.0206
H 3.255498 2.439267 4.026834 0.0042 0.0384 0.0963
H -2.234604 1.163180 -2.821731 0.0044 0.0798 -0.0221
H 0.835612 -0.750774 -0.080962 0.1425 0.0222 -0.0816
H 0.346455 -2.990483 -0.119530 0.0422 -0.0149 0.0021
H 1.673637 1.208691 -0.775025 0.0294 0.0886 0.1017
H -4.618323 -0.287111 0.878587 -0.2031 -0.0962 -0.0814
H 3.448780 3.273496 2.479008 -0.0083 0.0472 0.0209
H -2.303185 2.879429 2.686661 0.0626 0.1714 0.0846
H -0.197280 -0.212169 -2.921430 0.0849 0.0308 -0.0626
H 1.821599 -3.292423 -1.083208 -0.1255 0.0029 0.1137
H 2.840953 1.228201 -2.125416 0.0283 -0.0395 0.0499
H -2.402041 -3.584476 -1.524363 0.0059 -0.1290 0.0158
H 3.995425 0.280306 2.226983 0.1401 -0.0495 -0.0938
H -0.158299 -3.875427 -2.398466 0.0148 -0.0197 -0.0673
H -4.369764 0.160097 -2.103755 -0.0652 0.0462 0.0100
H -4.701977 2.033512 2.090811 -0.1732 0.0598 0.0217
H 3.092464 -0.865169 1.188300 0.0369 -0.1352 0.0989
```
Positions in Å, forces in eV/Å.

Its total energy is -1867.63768 hartree. Its energy above the lowest of the compared OMol25 structures with the same formula, charge and spin is 0.00 kcal/mol. Its HOMO energy is -0.301 Eh. As for the HOMO-LUMO gap: 8.38 eV.

***

3.
Here is a single C19H20N2O4S molecule at a distorted geometry from the Open Molecules 2025 dataset. Energies are from the ωB97M-V functional and the def2-TZVPD basis.

Geometry as XYZ:
```
46
Properties=species:S:1:pos:R:3:forces:R:3
S -5.861247 0.266047 0.045503 0.5577 -0.3019 -0.0690
O -2.286940 1.817991 0.370489 -0.2654 -0.2877 0.0292
O 2.801103 -2.023818 -1.574557 -0.2142 -0.1130 -0.1619
O 1.102331 0.449015 -2.610415 0.1161 -0.1761 0.1584
O -4.306617 2.792723 0.152793 0.0356 -0.0569 -0.0336
N 3.132043 -0.203721 -0.269835 0.2189 0.0509 0.2506
N -2.123605 -0.926100 -0.208499 0.2303 -0.0643 -0.1855
C 3.096317 2.187984 -0.787493 0.0242 -0.0609 0.2189
C -0.025886 -0.730251 -0.900773 -0.6728 0.1068 0.0333
C -4.144530 0.448873 0.022487 -0.2890 -0.4909 -0.0545
C -5.708981 -1.432372 -0.101529 0.1597 0.4675 0.0772
C -3.999998 -3.286841 -0.330674 -0.0114 -0.0200 0.0391
C 1.137486 -0.302131 -1.658065 -0.1891 -0.0985 -0.3001
C 5.223781 -0.438730 2.559836 0.0426 -0.0047 0.1182
C -1.330936 -0.333029 -1.125536 0.6276 -0.0065 -0.3909
C 2.445155 -0.931872 -1.172244 0.2423 0.0436 -0.1656
C -3.615014 1.804541 0.173800 0.2071 0.3954 0.1149
C -1.352730 -1.706747 0.614395 0.3072 -0.2572 0.4261
C 4.415717 -0.682087 0.215508 0.1022 -0.3073 -0.1094
C -3.508459 -0.769757 -0.107432 -0.9017 0.6142 0.0982
C -0.054188 -1.603343 0.223448 -0.0839 0.0160 -0.0362
C 2.270582 3.098231 -1.263973 0.0705 0.1067 0.0151
C -1.682500 3.095845 0.508291 -0.0046 0.4617 0.0683
C -4.415855 -1.861797 -0.176139 -0.0978 -0.0024 -0.0193
C 2.692361 1.105784 0.172736 -0.0942 0.3570 -0.0860
C 4.373738 -0.948286 1.688082 -0.0186 0.0429 -0.1552
H -2.343456 3.770575 1.055485 0.1412 -0.0508 -0.0432
H -3.789282 -3.732564 0.641194 0.0618 -0.0950 0.0091
H -3.100160 -3.357588 -0.937979 0.0427 -0.0886 -0.0414
H 5.168359 -0.663407 3.611140 -0.0493 -0.0903 0.1883
H 0.789119 -2.098049 0.661161 0.1516 -0.1574 0.1387
H 4.135393 2.172549 -1.086497 0.1562 0.0588 -0.0989
H -1.793284 -2.251069 1.425570 -0.1155 -0.0862 0.1223
H 2.595918 3.856386 -1.954366 0.1060 0.1358 -0.1378
H -4.793971 -3.861350 -0.799999 -0.0074 -0.0812 -0.0390
H 4.613908 -1.613361 -0.326476 0.0561 0.2079 0.0562
H 5.199685 0.044119 -0.022229 -0.0080 -0.0504 -0.0065
H -0.752703 2.940657 1.050927 -0.0348 -0.0117 -0.0500
H 1.605450 1.105205 0.298903 0.0809 0.0537 0.1195
H 6.025614 0.213813 2.253754 0.1320 0.1593 -0.1292
H 3.152367 1.285283 1.151650 -0.1692 -0.0699 -0.0715
H -1.479929 3.517522 -0.478542 -0.0028 -0.0118 0.0618
H -6.591411 -2.040267 -0.138260 -0.1774 -0.1709 -0.0270
H 1.229347 3.116620 -0.988163 -0.2517 -0.0765 0.0650
H -1.718886 0.311344 -1.888346 -0.1227 0.1184 -0.1010
H 3.574809 -1.602567 2.010848 -0.0887 -0.1075 0.1043
```
Positions in Å, forces in eV/Å.

Its total energy is -1544.63528 hartree. As for the SMILES: C=CCN(CC=C)C(=O)C(=O)c1ccn(-c2c(C)csc2C(=O)OC)c1. Its energy above the lowest of the compared OMol25 structures with the same formula, charge and spin is 63.87 kcal/mol. Its HOMO energy is -0.328 Eh. As for the HOMO-LUMO gap: 8.85 eV.

***

4.
Here is a single C19H20N2O4S molecule at a distorted geometry from the Open Molecules 2025 dataset. Energies are from the ωB97M-V functional and the def2-TZVPD basis.

Geometry as XYZ:
```
46
Properties=species:S:1:pos:R:3:forces:R:3
S -1.455825 -6.422936 1.091261 -0.0537 0.2847 -0.2573
O 0.672447 2.440572 3.939168 0.0290 -0.0970 -0.0207
O 0.790513 -0.561714 2.248530 -0.1432 0.1581 -0.2661
O 0.945781 -2.238560 3.736155 -0.0169 0.0702 -0.1304
O 0.303477 0.476809 -2.612921 0.1869 0.1848 0.1963
N -2.151061 -5.069307 -1.000814 -0.4599 0.0888 -0.9459
N 0.636806 2.726383 -0.556411 0.0058 0.0117 0.1938
C -1.276121 -2.835261 -0.465831 -0.0290 -0.0957 -0.0221
C 1.415156 0.334455 3.159140 0.1469 0.1748 0.7357
C -0.209584 3.355162 1.387577 0.0904 -0.1217 -0.2049
C -0.514298 -0.402619 -3.340748 -0.0822 -0.0453 -0.0738
C 1.167682 1.881385 0.368988 0.1331 -0.2329 0.5223
C 0.583849 -1.815724 2.665796 0.1165 -0.2738 0.3328
C -0.356775 -3.967279 1.947447 0.1314 0.2916 0.0973
C -0.958869 4.670729 -0.693279 0.1336 -0.1101 -0.0460
C -0.596343 -2.068216 0.451544 0.0290 -0.0338 0.0431
C -0.219708 3.617201 0.053965 -0.2573 0.3226 0.3857
C 0.660813 2.246497 1.612223 -0.2107 0.4370 -0.6465
C -0.138664 -2.627152 1.653282 -0.1141 -0.2558 -0.0544
C 2.183516 0.875019 -0.038318 0.0495 0.0040 -0.0714
C -1.501239 -4.183441 -0.192798 0.5112 0.0647 0.9756
C -0.076819 1.825748 -2.750701 0.1003 0.1951 -0.0595
C -2.200731 -6.230728 -0.478648 0.2244 -0.2926 0.5925
C 0.893419 1.759964 2.957892 0.2054 -0.6026 0.1015
C -1.033513 -4.738023 1.023176 -0.2028 -0.0165 -0.3939
C 0.902678 2.710399 -1.969724 -0.2907 -0.3451 -0.5183
H -1.555694 -0.348969 -3.000544 0.0071 -0.0339 -0.0129
H -0.273695 5.383963 -1.154007 -0.0297 0.0952 -0.0656
H 1.825755 0.312264 -0.898701 0.0864 -0.0889 0.0038
H -0.122453 -1.403201 -3.171640 -0.0788 -0.0347 -0.0552
H 0.830392 3.732202 -2.348242 0.0749 -0.0985 0.0309
H -0.057113 2.111869 -3.814264 -0.0014 -0.0105 0.0886
H -1.101679 1.969161 -2.375262 0.0871 0.0449 -0.0402
H 2.502855 0.317290 3.012770 -0.1115 -0.0386 -0.0164
H 0.001141 -4.373416 2.880468 0.0532 0.0110 0.1014
H 1.913655 2.340116 -2.148233 -0.0443 0.1217 -0.0178
H 1.206614 0.023063 4.188643 0.0660 0.1627 -0.2496
H -0.483997 -0.174042 -4.413221 -0.0095 -0.0314 0.0256
H -0.409320 -1.024167 0.257710 0.0014 0.1247 -0.0438
H -1.643039 -2.421504 -1.390644 -0.0404 0.0736 -0.1102
H -1.594306 5.212620 0.001133 -0.0437 0.0361 -0.0019
H -0.759053 3.860216 2.155301 -0.1459 0.1649 0.1227
H 2.389250 0.180398 0.764235 0.0556 -0.0372 0.0282
H 3.117620 1.370158 -0.313241 0.0740 -0.0303 -0.0357
H -2.668091 -7.072804 -0.951126 -0.1380 -0.2508 -0.1354
H -1.585427 4.245420 -1.477088 -0.0955 0.0548 -0.0818
```
Positions in Å, forces in eV/Å.

Its total energy is -1544.69415 hartree. As for the SMILES: COCCn1c(C)cc(C(=O)COC(=O)c2ccc3ncsc3c2)c1C. Its energy above the lowest of the compared OMol25 structures with the same formula, charge and spin is 26.93 kcal/mol. Its HOMO energy is -0.299 Eh. As for the HOMO-LUMO gap: 8.20 eV.